(1)
# C17H28N2O2

One molecule with the formula C17H28N2O2 in a non-equilibrium geometry (ωB97M-V/def2-TZVPD, the Open Molecules 2025 dataset).

The geometry in XYZ format:
```
49
Properties=species:S:1:pos:R:3:nbo_charge:R:1
C 2.690 1.207 -8.376 -0.600
C 1.592 1.410 -7.339 -0.387
C 2.041 0.984 -5.944 -0.387
C 0.950 1.193 -4.898 -0.384
C 1.403 0.768 -3.503 -0.391
C 0.314 0.999 -2.457 -0.385
C 0.755 0.657 -1.033 -0.393
C 0.872 -0.847 -0.790 -0.391
C 1.429 -1.194 0.591 -0.387
C 0.504 -0.788 1.737 -0.388
C 1.046 -1.267 3.088 -0.488
C 0.140 -0.795 4.211 0.662
O 0.383 0.167 4.904 -0.602
N -0.989 -1.561 4.321 -0.440
N -2.064 -1.452 5.137 -0.240
C -2.171 -0.538 6.024 0.009
C -3.346 -0.495 6.844 0.200
C -4.472 -1.287 6.885 -0.257
C -5.290 -0.757 7.901 -0.318
C -4.612 0.314 8.408 0.101
O -3.443 0.479 7.779 -0.383
H 3.570 1.793 -8.119 0.200
H 2.980 0.160 -8.425 0.200
H 2.349 1.515 -9.362 0.207
H 1.303 2.463 -7.318 0.193
H 0.710 0.832 -7.626 0.192
H 2.927 1.558 -5.661 0.192
H 2.325 -0.071 -5.964 0.191
H 0.666 2.248 -4.879 0.193
H 0.063 0.620 -5.180 0.193
H 2.293 1.337 -3.225 0.193
H 1.679 -0.288 -3.528 0.192
H 0.023 2.052 -2.489 0.200
H -0.568 0.407 -2.714 0.193
H 0.027 1.076 -0.337 0.200
H 1.719 1.131 -0.832 0.194
H -0.112 -1.308 -0.910 0.193
H 1.534 -1.281 -1.540 0.202
H 1.595 -2.274 0.640 0.197
H 2.398 -0.706 0.721 0.198
H 0.406 0.297 1.768 0.212
H -0.490 -1.210 1.565 0.193
H 2.034 -0.837 3.254 0.234
H 1.129 -2.355 3.098 0.208
H -1.093 -2.346 3.690 0.390
H -1.428 0.231 6.217 0.224
H -4.666 -2.132 6.258 0.234
H -6.248 -1.117 8.216 0.229
H -4.853 1.008 9.188 0.203
```

As for the charge: 0. The calculation puts the frontier orbital gap at 8.700 eV. The multiplicity is 1. The LUMO energy is 0.6671 eV. Its SMILES is CCCCCCCCCCCC(=O)N/N=C/c1ccco1.

=====

(2)
# C17H28N2O4

One molecule with the formula C17H28N2O4 (ωB97M-V/def2-TZVPD, the Open Molecules 2025 dataset).

The geometry in XYZ format:
```
51
Properties=species:S:1:pos:R:3:nbo_charge:R:1
C 0.389 -6.183 -0.097 -0.622
C 1.151 -5.553 -1.248 -0.068
O 0.742 -4.193 -1.365 -0.516
C 1.294 -3.500 -2.379 0.776
O 2.101 -4.011 -3.133 -0.630
C 0.820 -2.130 -2.433 -0.053
C -0.175 -1.513 -1.673 0.018
C -1.067 -2.168 -0.675 -0.650
C -0.239 -0.170 -2.103 -0.203
C -1.103 0.922 -1.616 0.660
O -1.534 1.808 -2.334 -0.639
N -1.381 0.867 -0.286 -0.615
C -2.139 1.898 0.380 -0.229
C -1.264 2.833 1.219 -0.433
C -0.656 2.127 2.438 -0.056
O 0.140 2.980 3.224 -0.543
C -0.553 3.809 4.148 0.105
C 0.298 5.058 4.357 -0.616
C -0.785 3.076 5.472 -0.631
C 0.698 -0.017 -3.121 0.245
C 1.027 1.197 -3.906 -0.669
N 1.335 -1.189 -3.303 -0.284
C 2.391 -1.373 -4.262 -0.427
H 0.692 -7.220 0.017 0.217
H 0.595 -5.648 0.826 0.211
H -0.680 -6.145 -0.289 0.211
H 2.233 -5.585 -1.073 0.187
H 0.948 -6.070 -2.193 0.189
H -1.981 -1.593 -0.548 0.222
H -0.567 -2.269 0.289 0.218
H -1.324 -3.170 -1.007 0.240
H -0.892 0.200 0.285 0.395
H -2.901 1.431 1.014 0.186
H -2.631 2.469 -0.411 0.244
H -0.459 3.231 0.601 0.215
H -1.877 3.671 1.554 0.205
H 0.024 1.335 2.109 0.180
H -1.457 1.670 3.038 0.157
H -1.526 4.103 3.727 0.159
H -0.185 5.730 5.060 0.207
H 1.272 4.772 4.744 0.211
H 0.442 5.573 3.411 0.216
H -1.314 3.720 6.168 0.209
H -1.374 2.175 5.317 0.206
H 0.172 2.791 5.904 0.211
H 0.938 0.999 -4.973 0.223
H 0.333 1.989 -3.640 0.270
H 2.047 1.527 -3.707 0.219
H 3.219 -0.695 -4.043 0.201
H 2.740 -2.401 -4.217 0.268
H 2.024 -1.163 -5.268 0.204
```

As for the charge: 0. The calculation puts the frontier orbital gap at 9.009 eV. The multiplicity is 1. The LUMO energy is 0.6702 eV. Its SMILES is CCOC(=O)c1c(C)c(C(=O)NCCCOC(C)C)c(C)n1C.

=====

(3)
# C17H28O5

C17H28O5 as an isolated structure in a non-equilibrium geometry (ωB97M-V/def2-TZVPD, the Open Molecules 2025 dataset).

The geometry in XYZ format:
```
50
Properties=species:S:1:pos:R:3:nbo_charge:R:1
C 2.667 1.904 1.957 -0.649
C 3.582 2.115 0.595 -0.033
H 4.428 1.514 0.547 0.188
H 3.871 3.114 0.547 0.186
O 2.715 1.857 -0.764 -0.572
C 2.090 0.707 -0.915 0.401
C 0.535 0.603 -0.537 -0.244
C -0.104 1.905 -1.549 -0.312
C -0.365 3.141 -0.645 -0.406
C -1.356 2.839 0.498 -0.038
O -2.692 2.709 -0.034 -0.769
H -3.014 3.291 -0.773 0.484
H -1.489 3.611 1.004 0.159
H -1.104 2.150 1.209 0.171
H 0.610 3.386 -0.193 0.199
H -0.695 3.915 -1.064 0.185
H -1.018 1.380 -1.737 0.204
H 0.477 2.122 -2.212 0.170
H 0.587 0.931 0.310 0.188
C 0.043 -0.586 -1.038 -0.224
C 1.011 -1.721 -0.961 -0.249
C 2.184 -1.381 -0.292 0.241
C 3.204 -2.476 -0.036 0.728
O 2.831 -3.705 0.046 -0.637
O 4.421 -2.012 0.043 -0.646
H 5.057 -2.927 0.500 0.510
O 2.859 -0.421 -0.316 -0.471
H 0.789 -2.582 -1.012 0.179
H -0.173 -0.634 -2.130 0.223
C -1.259 -0.967 -0.418 -0.239
C -1.144 -1.267 0.916 -0.374
C -2.567 -1.575 1.467 -0.357
C -3.314 -2.544 0.837 -0.411
C -3.489 -2.295 -0.668 -0.326
C -2.119 -2.045 -1.263 -0.321
H -1.511 -2.729 -1.218 0.162
H -2.166 -1.662 -2.481 0.182
H -4.026 -2.902 -0.937 0.156
H -4.038 -1.183 -0.690 0.165
H -4.453 -2.561 1.353 0.215
H -2.765 -3.631 1.037 0.195
H -2.573 -1.789 2.874 0.160
H -3.158 -0.635 1.607 0.210
H -0.663 -2.467 1.039 0.173
H -0.689 -0.584 1.469 0.206
H -1.718 -0.065 -0.510 0.201
H 2.391 0.587 -2.015 0.179
H 3.373 1.983 2.771 0.228
H 1.772 2.648 1.789 0.215
H 2.163 0.935 1.996 0.215
```

As for the charge: 0. The calculation puts the frontier orbital gap at 8.389 eV. The multiplicity is 1. The LUMO energy is 0.4151 eV.

=====

(4)
# C17H29BCl3F2N4O7P2

A 2-piece molecular cluster, C17H29BCl3F2N4O7P2 overall in a non-equilibrium geometry (ωB97M-V/def2-TZVPD, the Open Molecules 2025 dataset).

The geometry in XYZ format:
```
65
Properties=species:S:1:pos:R:3:nbo_charge:R:1
C 1.730 -1.878 1.668 -0.421
N 2.426 -1.159 0.603 -0.661
C 2.378 -1.548 -0.762 -0.030
Cl 2.200 -3.390 -0.977 -0.133
P 4.005 -1.119 -1.656 0.798
C 4.628 0.223 -0.554 -0.979
C 5.115 -2.450 -1.082 -0.947
C 1.138 -0.918 -1.524 -0.061
C 1.139 -1.339 -3.036 -0.284
N 0.070 -2.271 -3.398 -0.824
O 0.014 -1.404 -0.832 -0.584
C -1.286 -0.795 -0.652 0.294
C -1.232 0.035 0.658 -0.558
C -2.457 -0.040 1.537 0.140
N -3.152 0.931 1.947 -0.594
C -1.696 0.021 -1.918 -0.439
C -2.469 1.344 -1.706 -0.529
C -1.629 2.584 -1.838 0.788
O -1.315 3.330 -0.981 -0.539
O -1.254 2.775 -3.133 -0.718
C -2.255 -2.020 -0.515 -0.050
Cl -1.519 -3.513 -0.056 0.046
C -3.585 -2.009 -0.667 -0.047
C -4.493 -0.846 -0.985 -0.667
Cl -4.483 -3.487 -0.445 -0.005
P 1.394 0.949 -1.544 1.325
N 1.308 1.827 -0.275 -1.285
H 2.232 -2.823 1.919 0.179
H 1.710 -1.235 2.553 0.228
H 0.713 -2.093 1.373 0.222
H 3.395 -1.056 0.878 0.363
H 5.224 0.903 -1.169 0.239
H 5.265 -0.163 0.249 0.225
H 3.806 0.781 -0.099 0.260
H 6.118 -2.169 -1.427 0.230
H 4.827 -3.381 -1.570 0.250
H 5.140 -2.611 0.001 0.221
H 1.115 -0.438 -3.671 0.178
H 2.102 -1.811 -3.234 0.227
H -0.666 -1.807 -3.916 0.353
H 0.438 -2.980 -4.022 0.365
H -0.989 1.087 0.469 0.266
H -0.379 -0.355 1.224 0.273
H -2.740 -1.042 1.878 0.162
H -2.751 1.824 1.647 0.344
H -2.298 -0.634 -2.551 0.225
H -0.806 0.236 -2.505 0.226
H -2.959 1.402 -0.734 0.251
H -3.249 1.411 -2.471 0.234
H -0.709 3.583 -3.133 0.494
H -5.531 -1.165 -0.901 0.241
H -4.351 -0.482 -2.006 0.214
H -4.343 -0.027 -0.279 0.251
H 0.450 1.257 -2.537 -0.083
H 2.564 0.954 -2.333 -0.070
H 2.134 2.342 -0.003 0.394
B -1.936 3.802 5.772 1.263
O -1.750 3.249 4.384 -0.664
C -0.786 2.362 4.364 0.684
O -0.384 1.750 3.409 -0.608
C -0.222 2.238 5.811 0.679
O 0.676 1.510 6.148 -0.599
O -0.895 3.066 6.573 -0.666
F -3.204 3.517 6.247 -0.541
F -1.682 5.164 5.787 -0.544
```

As for the charge: -1. The calculation puts the frontier orbital gap at 8.113 eV. The multiplicity is 1. The LUMO energy is 1.9422 eV.

=====

(5)
# C17H29BIN2O9

A 3-piece molecular cluster, C17H29BIN2O9 overall in a non-equilibrium geometry (ωB97M-V/def2-TZVPD, the Open Molecules 2025 dataset).

The geometry in XYZ format:
```
59
Properties=species:S:1:pos:R:3:nbo_charge:R:1
C 2.173 -2.561 1.852 -0.290
O 0.850 -2.596 1.211 -0.712
B -0.255 -2.505 2.185 1.292
O 0.097 -2.185 3.605 -0.872
N -1.732 -2.777 1.802 -0.404
N -2.256 -3.941 2.282 -0.166
C -3.658 -4.238 1.955 0.007
I -4.360 -6.196 2.777 0.268
C -4.805 -3.421 1.135 0.111
C -6.353 -3.869 0.854 -0.502
C -7.377 -3.139 2.119 0.077
C -6.849 -3.483 3.737 -0.216
O -6.695 -2.030 2.983 -0.566
C -4.156 -1.983 0.568 -0.166
C -2.589 -1.852 1.010 0.254
C -1.851 -0.439 0.500 -0.180
O -1.712 0.550 1.618 -0.256
O -2.870 1.201 1.668 -0.422
H 2.356 -3.383 2.666 0.214
H 3.063 -2.686 1.065 0.218
H 2.325 -1.482 2.329 0.206
H -0.737 -1.771 4.009 0.508
H -6.564 -5.018 0.910 0.287
H -6.693 -3.356 -0.150 0.266
H -8.612 -3.093 1.908 0.273
H -5.681 -3.492 3.909 0.233
H -7.504 -2.918 4.557 0.265
H -4.773 -1.202 -0.067 0.305
H -0.848 -0.627 -0.077 0.259
H -2.564 0.111 -0.285 0.238
H -2.830 1.913 0.938 0.467
O -1.684 2.991 -1.707 -0.614
C -0.631 3.522 -1.354 0.807
O 0.550 2.903 -1.572 -0.510
C 1.839 3.499 -1.338 -0.071
C 2.231 3.388 0.123 -0.639
C -0.649 4.820 -0.604 -0.748
H 1.866 4.528 -1.709 0.188
H 2.556 2.935 -1.944 0.204
H 1.528 3.917 0.772 0.207
H 3.230 3.801 0.286 0.238
H 2.224 2.340 0.441 0.210
H -0.894 4.624 0.444 0.246
H -1.419 5.463 -1.042 0.256
H 0.282 5.378 -0.661 0.227
O 6.817 3.896 -2.685 -0.568
C 6.383 2.822 -3.101 0.794
O 5.349 2.218 -2.476 -0.518
C 4.671 1.046 -2.966 -0.068
C 5.427 -0.214 -2.590 -0.639
C 7.049 2.128 -4.252 -0.746
H 4.483 1.124 -4.041 0.184
H 3.689 1.031 -2.481 0.188
H 6.427 -0.233 -3.032 0.216
H 4.885 -1.102 -2.924 0.219
H 5.562 -0.269 -1.505 0.218
H 7.946 1.618 -3.891 0.252
H 7.332 2.881 -4.994 0.255
H 6.410 1.416 -4.769 0.214
```

As for the charge: +1. The calculation puts the frontier orbital gap at 6.407 eV. The multiplicity is 1. The LUMO energy is -5.3101 eV.

=====

(6)
# C17H29BNO4P2Re

C17H29BNO4P2Re as an isolated structure in a non-equilibrium geometry (ωB97M-V/def2-TZVPD, the Open Molecules 2025 dataset).

The geometry in XYZ format:
```
55
Properties=species:S:1:pos:R:3:nbo_charge:R:1
C 0.318 -2.106 -3.813 -0.233
C 0.110 -1.775 -2.477 0.259
N 0.132 -0.474 -2.072 -0.563
C 0.133 0.522 -2.984 0.267
C 0.185 0.220 -4.348 -0.232
C 0.271 -1.105 -4.763 -0.119
C -0.515 -2.807 -1.577 -0.726
P -0.448 -2.199 0.215 0.992
Re -0.034 0.061 0.047 0.534
P 0.190 2.222 -0.697 1.069
C -0.014 1.964 -2.518 -0.768
O 4.675 -2.991 -1.255 -0.946
O 3.658 0.809 -1.124 -0.950
H 0.439 -3.150 -4.102 0.239
H 0.115 1.056 -5.045 0.242
H 0.314 -1.346 -5.822 0.243
C -2.072 -2.933 0.546 -0.926
C 0.775 -3.070 1.280 -0.939
H 0.736 2.611 -3.000 0.265
H -1.009 2.366 -2.788 0.273
H -0.052 -3.814 -1.653 0.266
H -1.580 -2.941 -1.879 0.270
C -0.955 3.554 -0.209 -0.941
C 1.805 3.079 -0.681 -0.963
H 1.638 0.333 0.356 -0.269
H 3.745 0.678 -0.149 0.491
H 5.218 -2.345 -1.716 0.475
H 4.524 -3.698 -1.917 0.473
H -1.681 0.104 -0.074 -0.213
H 3.386 -0.086 -1.477 0.481
H -2.055 -4.026 0.435 0.246
H -2.401 -2.648 1.547 0.258
H -2.768 -2.527 -0.199 0.251
H 0.447 -4.098 1.481 0.249
H 1.791 -3.075 0.851 0.271
H 0.792 -2.509 2.229 0.278
H 1.711 4.017 -1.244 0.234
H 2.057 3.295 0.362 0.252
H 2.586 2.421 -1.096 0.298
H -0.694 4.481 -0.745 0.242
H -1.986 3.264 -0.453 0.258
H -0.900 3.710 0.879 0.278
O -1.486 1.688 2.352 -0.675
B -0.512 0.669 1.970 0.728
O 0.024 0.117 3.225 -0.683
C -0.535 0.835 4.220 0.282
C -0.367 0.661 5.582 -0.270
C -1.212 1.373 6.430 -0.209
C -2.193 2.241 5.929 -0.214
C -2.326 2.465 4.550 -0.237
C -1.474 1.754 3.709 0.203
H 0.394 -0.024 5.936 0.228
H -1.106 1.246 7.505 0.225
H -2.875 2.762 6.608 0.226
H -3.071 3.147 4.135 0.228
```

As for the expectation value of S²: 3.77. As for the charge: +1. The calculation puts the frontier orbital gap (spin up / spin down) at 7.463 / 5.494 eV. The multiplicity is 4. The LUMO energy (spin up / spin down) is -2.9378 / -4.8829 eV.

=====

(7)
# C17H29BrINO3S

C17H29BrINO3S as an isolated structure in a non-equilibrium geometry (ωB97M-V/def2-TZVPD, the Open Molecules 2025 dataset).

The geometry in XYZ format:
```
53
Properties=species:S:1:pos:R:3:nbo_charge:R:1
C 2.725 2.975 1.469 -0.610
C 1.468 2.666 0.604 -0.393
C 1.736 3.030 -0.856 -0.396
C 2.667 2.022 -1.578 -0.399
C 1.799 0.813 -1.996 -0.396
C 2.637 -0.435 -2.343 -0.405
C 2.768 -1.466 -1.210 -0.392
C 1.585 -2.468 -1.134 -0.412
C 0.408 -1.790 -0.420 -0.471
C -0.764 -2.691 0.044 -0.138
I -1.517 -3.544 -1.794 0.180
C -1.706 -1.669 0.773 -0.386
C -3.033 -1.286 0.107 -0.494
C -3.522 0.011 0.730 0.747
O -4.519 0.011 1.338 -0.525
N -2.728 1.190 0.553 -0.550
C -3.407 2.155 -0.338 -0.416
C -2.514 1.853 1.853 -0.415
C -1.764 -2.060 2.242 0.806
O -2.039 -1.349 3.093 -0.505
O -1.373 -3.366 2.357 -0.530
C -0.520 -3.666 1.269 0.068
S -0.997 -5.411 0.844 -0.018
Br 1.309 -3.791 1.968 0.053
H 3.199 3.864 1.058 0.200
H 3.407 2.136 1.356 0.201
H 2.464 3.137 2.512 0.211
H 1.290 1.590 0.697 0.188
H 0.584 3.162 1.000 0.201
H 0.776 2.948 -1.382 0.196
H 2.061 4.063 -0.983 0.202
H 3.473 1.697 -0.921 0.195
H 3.034 2.540 -2.463 0.205
H 1.280 1.113 -2.906 0.203
H 1.108 0.654 -1.176 0.194
H 2.187 -0.958 -3.191 0.198
H 3.624 -0.101 -2.670 0.206
H 3.646 -2.073 -1.451 0.208
H 2.984 -1.017 -0.237 0.196
H 1.969 -3.346 -0.619 0.218
H 1.361 -2.763 -2.157 0.211
H 0.796 -1.162 0.385 0.222
H -0.029 -1.102 -1.144 0.229
H -1.194 -0.704 0.842 0.264
H -3.805 -2.038 0.220 0.240
H -2.806 -1.055 -0.937 0.242
H -2.986 2.160 -1.346 0.199
H -4.478 1.947 -0.424 0.197
H -3.342 3.170 0.040 0.207
H -2.002 2.801 1.722 0.199
H -3.453 2.048 2.379 0.195
H -1.875 1.235 2.485 0.213
H -1.974 -5.679 1.737 0.157
```

As for the charge: 0. The calculation puts the frontier orbital gap at 8.804 eV. The multiplicity is 1. The LUMO energy is -0.1686 eV.

=====

(8)
# C17H29Cl2N2O5

A 3-piece molecular cluster, C17H29Cl2N2O5 overall in a non-equilibrium geometry (ωB97M-V/def2-TZVPD, the Open Molecules 2025 dataset).

The geometry in XYZ format:
```
55
Properties=species:S:1:pos:R:3:nbo_charge:R:1
N -4.069 -2.651 -1.621 -0.800
C -2.709 -2.677 -2.108 -0.043
N -1.638 -2.329 -1.111 -0.296
C -0.630 -3.223 -0.963 0.102
C 0.427 -3.004 -0.111 -0.205
C 0.460 -1.819 0.620 -0.027
C 1.637 -1.564 1.525 0.774
O 1.562 -1.634 2.701 -0.440
O 2.784 -1.302 0.827 -0.489
C 2.662 -0.182 -0.039 -0.198
C 2.395 -0.622 -1.465 0.543
O 2.852 -1.547 -2.001 -0.445
Cl 1.232 0.451 -2.320 -0.096
C -0.564 -0.904 0.482 -0.222
C -1.596 -1.187 -0.406 0.227
Cl -2.784 0.002 -0.650 0.146
H -4.121 -2.497 -0.624 0.375
H -4.564 -1.883 -2.055 0.388
H -2.556 -2.037 -2.972 0.225
H -2.476 -3.685 -2.430 0.207
H -0.676 -4.123 -1.549 0.251
H 1.230 -3.712 -0.010 0.272
H 3.604 0.358 -0.028 0.268
H 1.888 0.511 0.269 0.211
H -0.555 0.026 1.019 0.272
C 4.657 -1.563 3.353 -0.643
C 5.950 -0.774 3.466 -0.065
O 5.773 0.543 3.951 -0.537
C 5.217 0.663 5.249 -0.064
C 6.038 -0.002 6.340 -0.646
H 3.912 -1.063 2.750 0.202
H 4.844 -2.548 2.921 0.211
H 4.206 -1.713 4.336 0.207
H 6.395 -0.658 2.477 0.181
H 6.681 -1.316 4.074 0.167
H 4.186 0.289 5.261 0.154
H 5.163 1.735 5.440 0.190
H 6.104 -1.083 6.204 0.203
H 5.583 0.181 7.314 0.220
H 7.053 0.396 6.350 0.217
C -3.196 3.212 -3.310 -0.644
C -4.214 2.227 -3.859 -0.060
O -5.401 2.138 -3.095 -0.546
C -6.160 3.333 -2.974 -0.066
C -6.639 3.897 -4.299 -0.646
H -2.947 2.964 -2.275 0.196
H -2.283 3.183 -3.906 0.218
H -3.565 4.237 -3.322 0.217
H -3.787 1.222 -3.842 0.164
H -4.442 2.450 -4.906 0.172
H -5.598 4.087 -2.412 0.161
H -7.020 3.064 -2.361 0.192
H -5.812 4.201 -4.941 0.204
H -7.261 4.775 -4.126 0.226
H -7.228 3.156 -4.840 0.216
```

As for the charge: +1. The calculation puts the frontier orbital gap at 6.426 eV. The multiplicity is 1. The LUMO energy is -4.9052 eV.